78
Properties=species:S:1:pos:R:3:mulliken_charge:R:1 method="wB97M-V/def2-TZVPD" homo_ev="-1.10 / -0.55" energy_ha=-3149.7893 gap_ev="3.68 / 3.04" lumo_ev="2.6 / 2.5" total_charge=-1 relative_energy_ev=4.0005
Lu 0.342 -0.132 -0.342 0.942
N 0.799 -1.234 1.570 -0.377
N 1.574 1.452 2.109 0.702
C -1.499 1.372 -0.895 1.074
C -1.664 1.340 0.529 -0.458
C -2.088 0.038 0.890 0.569
C -2.434 -0.414 2.309 -1.042
H -1.932 0.161 3.135 0.065
H -2.122 -1.499 2.647 0.041
H -3.542 -0.540 2.407 0.465
C -2.101 -0.769 -0.333 0.832
C -2.402 -2.244 -0.479 -0.264
H -3.495 -2.427 -0.512 0.240
H -2.208 -2.942 0.493 0.306
H -1.802 -2.839 -1.227 0.046
C -1.728 0.050 -1.426 -0.254
C -1.575 -0.387 -2.856 -1.106
H -1.300 -1.447 -2.963 0.093
H -0.843 0.221 -3.407 0.239
H -2.567 -0.233 -3.296 0.440
C -1.560 2.490 1.493 -1.639
H -2.557 2.949 1.601 0.415
H -0.867 3.260 1.130 0.254
H -1.224 2.176 2.495 0.244
C -1.199 2.569 -1.728 -1.485
H -0.421 2.401 -2.488 0.026
H -0.893 3.424 -1.116 0.322
H -2.132 2.832 -2.247 0.411
C 0.648 -2.712 1.167 -0.388
H 0.654 -2.905 0.094 0.410
C 0.582 -3.625 2.284 -0.440
H 0.497 -4.658 1.981 0.647
C 0.457 -3.106 3.570 -0.808
H 0.389 -3.811 4.387 0.302
C 0.543 -1.758 3.859 -0.990
H 0.600 -1.374 4.866 0.321
C 0.790 -0.779 2.881 1.677
C 0.952 0.621 3.043 -1.544
H 1.082 0.919 4.071 0.275
C 1.396 1.368 0.752 -1.191
C 2.396 2.536 2.375 -1.083
H 2.637 2.749 3.353 0.618
C 2.809 3.022 1.186 -0.583
H 3.479 3.761 0.925 0.672
N 2.214 2.303 0.185 1.348
C 2.510 2.315 -1.232 -0.468
C 2.135 3.428 -1.998 0.793
C 2.445 3.428 -3.361 -0.859
H 2.141 4.281 -3.974 0.278
C 3.159 2.380 -3.953 1.010
C 3.446 2.372 -5.428 -1.515
H 2.785 1.681 -5.966 0.294
H 4.471 2.051 -5.640 0.367
H 3.308 3.361 -5.873 0.360
C 3.598 1.329 -3.145 -1.224
H 4.200 0.527 -3.576 0.238
C 3.303 1.288 -1.779 1.680
C 3.912 0.246 -0.891 -1.058
H 4.765 0.644 -0.317 0.344
H 4.297 -0.593 -1.482 0.327
H 3.213 -0.179 -0.154 0.018
C 1.463 4.614 -1.377 -1.958
H 2.192 5.398 -1.127 0.375
H 0.925 4.381 -0.453 0.199
H 0.746 5.076 -2.070 0.468
C -2.872 -3.885 3.463 -0.719
N -2.567 -4.606 2.234 0.584
C -3.546 -5.336 1.538 -0.293
C -3.071 -5.540 0.299 -0.725
N -1.806 -5.002 0.235 0.124
C -1.528 -4.356 1.398 -1.972
S -0.887 -2.170 1.451 0.017
H -1.953 -3.416 3.841 0.181
H -3.632 -3.107 3.240 0.283
H -3.272 -4.586 4.221 0.347
H -4.544 -5.543 1.928 0.394
H -3.566 -5.929 -0.571 0.431
H -1.295 -4.858 -0.618 0.340



54
Properties=species:S:1:pos:R:3:nbo_charge:R:1 method="wB97M-V/def2-TZVPD" homo_ev=-5.13 energy_ha=-2684.9116 gap_ev=6.18 lumo_ev=1.0 total_charge=-1
C -4.423 -0.476 1.539 -0.229
C -3.963 -1.030 2.741 -0.253
C -2.959 -2.004 2.719 -0.120
C -2.398 -2.415 1.502 -0.309
S -1.225 -3.801 1.500 2.314
N 0.226 -3.250 1.987 -1.265
F -0.074 -0.268 -0.077 -0.306
S 1.666 -3.767 1.446 2.300
C 2.795 -2.350 1.467 -0.204
C 3.240 -1.754 0.278 -0.222
C 4.231 -0.770 0.319 -0.223
C 4.789 -0.381 1.540 -0.228
C 4.379 -1.005 2.726 -0.231
C 3.390 -1.993 2.685 -0.219
O 2.168 -4.614 2.496 -0.967
O 1.702 -4.158 0.054 -0.968
O -1.687 -4.615 2.612 -0.970
O -1.285 -4.250 0.145 -0.964
C -2.905 -1.902 0.299 -0.200
C -3.906 -0.927 0.318 -0.229
H -5.191 0.295 1.539 0.199
H -4.395 -0.717 3.698 0.204
H -2.615 -2.463 3.645 0.229
H 2.805 -2.066 -0.669 0.242
H 4.569 -0.303 -0.609 0.214
H 5.547 0.401 1.553 0.199
H 4.839 -0.738 3.682 0.204
H 3.087 -2.508 3.595 0.239
H -2.520 -2.274 -0.649 0.248
H -4.291 -0.534 -0.628 0.210
C -3.033 2.927 -2.765 -0.632
C -2.773 2.456 -1.376 -0.220
N -1.405 1.877 -1.253 -0.455
C -1.281 0.590 -1.735 0.668
O -2.233 -0.075 -2.125 -0.533
C 0.057 0.013 -1.453 0.019
C 1.239 0.902 -1.471 0.662
O 2.397 0.487 -1.579 -0.538
N 0.951 2.201 -1.141 -0.455
C 2.126 3.119 -1.115 -0.221
C 2.382 3.706 -2.459 -0.629
C -0.328 2.756 -1.130 0.315
S -0.546 4.400 -1.214 -0.152
H -4.065 3.266 -2.822 0.216
H -2.384 3.767 -3.019 0.223
H -2.897 2.122 -3.489 0.219
H -2.763 3.280 -0.666 0.229
H -3.484 1.693 -1.050 0.236
H 0.236 -0.862 -2.071 0.232
H 1.842 3.878 -0.391 0.226
H 2.974 2.537 -0.750 0.243
H 3.296 4.296 -2.401 0.217
H 2.525 2.933 -3.215 0.214
H 1.569 4.368 -2.762 0.225



139
Properties=species:S:1:pos:R:3:mulliken_charge:R:1 method="wB97M-V/def2-TZVPD" homo_ev=-11.11 energy_ha=-5337.9453 gap_ev=7.97 lumo_ev=-3.1 total_charge=+1 relative_energy_ev=0.0000
C 1.332 5.997 -2.442 0.109
C 1.274 4.804 -2.627 -1.315
C 1.088 3.339 -2.885 -0.637
C 1.268 2.423 -1.599 2.931
C 2.447 2.965 -0.739 -1.913
C 2.011 3.926 0.427 0.133
C 3.341 4.500 1.035 0.200
C 3.098 5.201 2.422 -1.351
C 4.005 5.565 0.101 -1.345
C -0.166 2.540 -0.970 -1.879
C -1.017 3.778 -0.670 -1.225
C -2.365 3.767 -1.527 -0.989
N -0.734 1.430 -0.655 0.558
C 0.148 0.271 -0.921 1.096
C -0.590 -1.057 -1.304 -0.590
C -2.154 -0.986 -1.134 -1.116
C -2.749 -2.438 -1.133 -0.311
C -4.158 -2.498 -0.436 -0.912
C -5.320 -2.672 -1.454 -0.843
C -5.934 -1.322 -1.933 -0.488
O -5.693 -0.244 -1.011 -0.268
C -5.877 0.992 -1.557 0.807
O -5.245 1.347 -2.531 -0.582
C -6.905 1.935 -0.996 -0.539
C -7.212 3.131 -1.600 -0.407
C 0.657 -0.040 0.569 -1.358
N -0.468 0.001 1.507 -0.200
C 0.095 -0.085 2.878 -0.669
C 1.217 0.847 -1.901 1.578
C 0.877 0.588 -3.402 -2.268
C 2.500 -0.011 -1.629 -0.632
C 3.615 0.113 -2.700 0.106
C 3.702 -0.876 -3.895 -1.403
N 4.528 0.994 -2.646 -0.798
H 1.379 7.079 -2.411 0.420
H 1.902 3.043 -3.582 0.691
H 0.121 3.183 -3.396 0.576
H 3.200 3.479 -1.370 0.626
H 3.015 2.161 -0.225 0.492
H 1.449 4.803 0.064 0.195
H 1.452 3.377 1.215 0.129
H 4.096 3.686 1.136 0.292
H 3.974 5.846 2.618 0.413
H 2.184 5.818 2.301 0.299
H 2.973 4.412 3.184 0.326
H 4.874 6.012 0.630 0.474
H 4.435 5.101 -0.810 0.296
H 3.333 6.403 -0.159 0.230
H -1.349 3.672 0.388 0.635
H -0.483 4.734 -0.724 0.297
H -2.239 3.084 -2.383 0.353
H -3.190 3.430 -0.871 0.350
H -2.554 4.814 -1.814 0.185
H -1.653 1.454 -0.225 0.666
H -0.271 -1.884 -0.645 -0.058
H -0.417 -1.411 -2.335 0.409
H -2.624 -0.392 -1.949 0.284
H -2.417 -0.479 -0.183 0.387
H -2.070 -3.065 -0.527 0.185
H -2.853 -2.778 -2.178 0.421
H -4.147 -3.413 0.196 0.499
H -4.315 -1.664 0.276 0.341
H -4.906 -3.192 -2.342 0.347
H -6.124 -3.327 -1.070 0.345
H -7.038 -1.446 -2.005 0.407
H -5.573 -1.123 -2.962 0.330
H -7.415 1.683 -0.047 0.367
H -8.203 3.305 -2.056 0.261
H -6.464 3.938 -1.671 0.180
H 1.217 -1.008 0.624 -0.119
H 1.371 0.760 0.857 0.848
H -1.059 -0.824 1.403 0.189
H -0.672 0.080 3.657 0.375
H 0.565 -1.089 2.990 0.128
H 0.914 0.653 2.987 0.227
H 1.584 1.050 -4.110 0.331
H -0.143 0.939 -3.676 0.398
H 0.932 -0.504 -3.586 0.499
H 2.172 -1.073 -1.640 0.235
H 2.970 0.147 -0.642 0.547
H 2.913 -1.645 -3.890 0.242
H 3.707 -0.264 -4.815 0.326
H 4.708 -1.336 -3.823 0.431
H 4.419 1.580 -1.815 0.237
C 4.095 -5.119 0.147 -0.340
C 4.200 -4.157 1.309 -0.344
O 3.188 -3.173 1.055 -0.344
S 1.947 -3.869 0.302 1.216
O 0.956 -4.182 1.268 -0.569
O 1.669 -3.111 -0.872 -0.538
O 2.687 -5.227 -0.118 -0.278
H 4.577 -4.722 -0.738 0.265
H 4.515 -6.095 0.379 0.384
H 5.181 -3.693 1.379 0.395
H 3.964 -4.648 2.257 0.178
C -5.512 5.522 -3.777 0.028
C -5.572 6.787 -2.945 -0.328
O -4.253 7.333 -3.022 -0.332
S -3.614 6.980 -4.460 1.040
O -3.785 8.094 -5.317 -0.553
O -2.351 6.368 -4.245 -0.432
O -4.674 5.844 -4.888 -0.344
H -5.043 4.705 -3.222 -0.035
H -6.495 5.207 -4.122 0.320
H -5.849 6.595 -1.911 0.321
H -6.266 7.513 -3.377 0.350
C 4.492 -7.474 -4.782 -0.379
C 3.756 -6.198 -5.132 -0.330
O 4.107 -5.279 -4.091 -0.260
S 5.605 -5.591 -3.593 1.084
O 6.494 -4.700 -4.244 -0.573
O 5.581 -5.743 -2.178 -0.523
O 5.757 -7.041 -4.267 -0.306
H 3.975 -8.027 -3.995 0.278
H 4.634 -8.120 -5.644 0.319
H 2.678 -6.337 -5.174 0.331
H 4.106 -5.785 -6.081 0.300
C 0.860 -5.867 6.347 -0.416
C 1.552 -4.545 6.598 -0.014
O 1.775 -3.993 5.292 -0.330
S 0.579 -4.451 4.315 1.202
O -0.378 -3.398 4.250 -0.584
O 1.146 -5.026 3.150 -0.525
O -0.023 -5.619 5.246 -0.348
H 1.573 -6.638 6.045 0.292
H 0.302 -6.211 7.214 0.330
H 2.492 -4.661 7.131 0.325
H 0.905 -3.862 7.149 0.058
C -2.239 -0.746 9.209 -0.346
C -1.106 -0.633 8.211 -0.205
O 0.015 -1.238 8.863 -0.315
S -0.506 -2.426 9.819 1.094
O -0.368 -3.657 9.121 -0.520
O 0.025 -2.225 11.115 -0.545
O -2.063 -2.026 9.824 -0.316
H -2.164 0.019 9.985 0.295
H -3.216 -0.683 8.734 0.307
H -0.884 0.398 7.946 0.324
H -1.318 -1.203 7.302 0.205



26
Properties=species:S:1:pos:R:3:nbo_charge:R:1 method="wB97M-V/def2-TZVPD" homo_ev=-9.11 energy_ha=-390.6156 gap_ev=10.11 smiles=Cc1ccccc1.CCC lumo_ev=1.0 total_charge=0 relative_energy_ev=0.5516
C 3.008 1.124 0.772 -0.632
C 0.940 -1.410 2.722 -0.192
C 2.039 -0.650 2.234 -0.217
C -0.329 -0.993 2.421 -0.232
C 1.849 0.447 1.444 -0.020
C -0.557 0.167 1.670 -0.205
C 0.531 0.867 1.178 -0.212
H 1.249 -2.300 3.246 0.213
H 2.987 -1.078 2.539 0.209
H -1.196 -1.526 2.801 0.211
H -1.504 0.539 1.311 0.214
H 2.773 2.168 0.526 0.213
H 3.252 0.744 -0.222 0.222
H 0.287 1.773 0.636 0.209
H 3.893 1.137 1.406 0.218
C -1.603 -0.316 -1.647 -0.398
C -0.646 0.370 -2.629 -0.603
C -2.998 -0.383 -2.243 -0.611
H -1.155 -1.265 -1.352 0.204
H -1.607 0.272 -0.724 0.192
H -0.918 1.400 -2.866 0.199
H -3.467 0.593 -2.338 0.205
H -2.886 -0.789 -3.259 0.197
H -0.651 -0.148 -3.593 0.198
H 0.375 0.359 -2.245 0.207
H -3.669 -1.103 -1.788 0.210



11
Properties=species:S:1:pos:R:3:nbo_charge:R:1 method="wB97M-V/def2-TZVPD" homo_ev=-10.15 energy_ha=-285.3211 gap_ev=11.11 smiles="[H]/N=C/OCC#C" lumo_ev=1.0 total_charge=0 relative_energy_ev=2.5449
N -2.096 -0.648 -0.018 -0.729
C -1.735 0.490 0.403 0.408
O -0.449 0.872 0.431 -0.480
C 0.428 -0.146 -0.048 -0.161
C 1.834 0.168 0.172 -0.039
C 3.018 0.096 0.373 -0.204
H -3.104 -0.756 0.042 0.357
H -2.371 1.290 0.788 0.160
H 0.216 -0.340 -1.104 0.222
H 0.223 -1.072 0.497 0.230
H 4.050 -0.040 0.593 0.235



11
Properties=species:S:1:pos:R:3:nbo_charge:R:1 method="wB97M-V/def2-TZVPD" homo_ev=-8.15 energy_ha=-2648.6838 gap_ev=8.85 lumo_ev=0.7 total_charge=0 relative_energy_ev=0.8514
C 1.162 -0.716 0.182 0.746
C -0.473 -1.548 -0.474 -0.765
C -0.400 1.112 -0.256 -0.375
N 0.904 0.616 0.178 -0.660
O 2.160 -1.355 0.343 -0.578
Se -1.669 -0.329 0.205 0.327
H -0.301 -1.339 -1.585 0.216
H -0.683 -2.611 -0.196 0.252
H -0.587 2.031 0.304 0.226
H -0.410 1.320 -1.322 0.200
H 1.707 1.127 0.334 0.411



44
Properties=species:S:1:pos:R:3:nbo_charge:R:1 method="wB97M-V/def2-TZVPD" homo_ev=-8.11 energy_ha=-6139.1829 gap_ev=8.57 smiles="CC1=NN(C(=O)CN2CCNCC2)[C@@H](c2cc(Br)cc(Br)c2O)C1" lumo_ev=0.5 total_charge=0 relative_energy_ev=3.2227
O 1.930 -1.913 0.945 -0.600
Br -2.131 2.953 1.317 0.057
Br -3.407 -1.282 4.849 0.073
N -0.080 -1.399 -1.889 -0.230
O -1.815 -2.987 2.844 -0.674
C 1.595 -1.374 -0.095 0.669
C -1.274 -1.930 -2.056 0.236
C -2.646 0.610 2.909 -0.241
C -1.520 0.118 0.856 -0.248
C -2.032 1.067 1.716 -0.060
C -2.558 -0.733 3.261 -0.176
C -1.938 -1.655 2.460 0.341
C -1.408 -1.221 1.215 -0.062
N 1.521 3.626 -0.038 -0.631
N 2.491 0.986 -0.762 -0.452
N 0.297 -1.607 -0.570 -0.312
C -1.892 -1.938 -3.428 -0.659
C 2.610 -0.509 -0.866 -0.296
C -1.788 -2.611 -0.838 -0.463
C 2.637 3.045 0.736 -0.225
C 1.620 3.232 -1.480 -0.231
C 2.696 1.471 0.645 -0.234
C 1.424 1.686 -1.578 -0.222
C -0.770 -2.191 0.213 -0.076
H -1.834 -3.007 3.789 0.488
H -3.107 1.351 3.586 0.244
H -1.119 0.470 -0.093 0.236
H 0.607 3.328 0.337 0.359
H -1.804 -0.981 -3.926 0.240
H -2.973 -2.237 -3.440 0.223
H -1.337 -2.652 -4.032 0.236
H 3.600 -0.804 -0.516 0.225
H 2.515 -0.836 -1.906 0.222
H -1.826 -3.707 -0.979 0.238
H -2.802 -2.234 -0.593 0.237
H 2.534 3.352 1.777 0.202
H 3.590 3.377 0.367 0.189
H 0.880 3.759 -2.104 0.201
H 2.605 3.472 -1.898 0.199
H 1.859 1.113 1.277 0.157
H 3.603 1.047 1.100 0.208
H 0.420 1.416 -1.186 0.154
H 1.402 1.385 -2.638 0.208
H -0.374 -3.056 0.710 0.252



19
Properties=species:S:1:pos:R:3:nbo_charge:R:1 method="wB97M-V/def2-TZVPD" homo_ev=-13.74 energy_ha=-327.3794 gap_ev=8.51 lumo_ev=-5.2 total_charge=+1 relative_energy_ev=2.1815
C -1.839 -2.424 0.864 -0.630
C -0.748 -1.929 -0.059 -0.449
C 0.044 -0.770 0.448 -0.056
C 0.642 0.127 -0.328 -0.096
N 1.906 0.667 0.044 -0.382
C 2.420 1.764 -0.372 0.103
H -2.461 -1.617 1.255 0.231
H -1.455 -2.692 1.851 0.214
H -2.210 -3.382 0.513 0.244
H -1.162 -1.611 -1.028 0.223
H -0.049 -2.696 -0.404 0.254
H 0.427 -0.859 1.468 0.198
H 0.224 0.751 -1.110 0.245
H 2.247 0.320 0.916 0.428
H 1.915 2.123 -1.269 0.226
H 3.309 2.244 -0.002 0.243
H -0.851 3.816 -0.341 0.487
H -1.522 3.145 -1.558 0.491
O -0.836 3.022 -0.889 -0.972